(1)
DFT (the ωB97M-V functional and the def2-TZVPD basis) results for C20H30BBrClF3N2O11PS as an isolated structure in a non-equilibrium geometry.

ORCA input file:
```
! RIJCOSX wB97M-V def2-TZVPD def2/J DEFGRID3
* xyz 1 1
N -0.2739 -0.9762 2.4326
B -0.3154 -0.0190 1.2584
O -0.1447 -0.6055 -0.0265
C -0.5011 1.5609 1.5638
C 0.7921 1.9169 2.4963
C 2.1685 1.3191 1.9536
C 3.3304 2.3528 2.4335
S 4.9691 1.4993 2.3055
C -1.6955 1.9573 2.5825
C -3.1936 1.5388 2.2072
C -3.6561 0.1181 2.7802
C -4.4754 -0.7110 1.6746
F -5.2745 -0.0850 0.6946
C -4.4222 -2.1515 1.6876
F -3.5590 -2.8425 0.8078
F -5.2444 -2.8957 2.5548
N -1.7602 3.4649 2.4148
C -1.2587 3.8713 1.2714
C -0.6686 2.6341 0.4093
Br 0.9357 3.4913 -0.4024
P -1.7862 2.3618 -1.0988
O -2.5163 0.8279 -1.0952
Cl -3.3960 3.7551 -0.7886
H 0.7337 -1.0566 2.6599
H -0.6904 -0.5466 3.2675
H -0.2863 -1.5749 0.0697
H 0.5889 1.4102 3.5065
H 0.8763 3.0274 2.7273
H 2.2656 1.2875 0.8208
H 2.4524 0.3287 2.4543
H 3.1080 2.8034 3.4484
H 3.3494 3.2030 1.6616
H 4.9167 0.9257 1.0288
H -1.5513 1.6914 3.6759
H -3.8733 2.3268 2.6945
H -3.3972 1.6086 1.0952
H -2.8155 -0.4909 3.2354
H -4.3998 0.3209 3.6196
H -2.1880 3.9668 3.1993
H -1.2328 4.9493 0.9336
H -3.3613 0.9396 -1.5959
C -4.1943 -5.9221 0.9483
C -5.0572 -6.4774 2.0425
O -4.9899 -7.8799 1.8209
C -3.8373 -8.1250 1.1392
O -3.3920 -9.2131 0.9382
O -3.2586 -6.9669 0.7171
H -3.6867 -5.0058 1.2428
H -4.7538 -5.7381 0.0264
H -4.6635 -6.2571 3.0390
H -6.0869 -6.1231 1.9827
C 1.9092 -0.8543 -4.0814
C 3.1726 -1.4469 -3.5374
O 3.6691 -0.4140 -2.6920
C 2.6096 0.3543 -2.3332
O 2.6493 1.2105 -1.4927
O 1.5002 0.0323 -3.0432
H 1.1438 -1.6072 -4.2742
H 2.0769 -0.2772 -4.9918
H 2.9910 -2.3412 -2.9342
H 3.8909 -1.6885 -4.3210
C 5.5534 3.2535 -4.0607
C 6.3670 3.1031 -5.3114
O 5.9125 1.8626 -5.8391
C 4.6668 1.6480 -5.3444
O 3.9328 0.7796 -5.7176
O 4.3591 2.5454 -4.3716
H 5.3374 4.2961 -3.8256
H 6.0267 2.7846 -3.1935
H 6.1650 3.8928 -6.0404
H 7.4383 3.0717 -5.1115
*
```

Values from the calculation:
HOMO-LUMO gap = 6.54 eV



(2)
DFT (the ωB97M-V functional and the def2-TZVPD basis) results for a single C7H8O molecule in a non-equilibrium geometry.

ORCA input file:
```
! RIJCOSX wB97M-V def2-TZVPD def2/J DEFGRID3
* xyz 0 1
C 3.0379 -0.3497 -0.0735
C 1.9144 -1.0525 -0.0643
C 2.6676 1.0978 0.0437
C 0.7725 -0.1349 0.1090
C 1.3505 1.1894 0.1347
C -0.5351 -0.3580 0.2120
C -2.7700 0.0333 -0.0884
O -1.5327 0.5657 0.1817
H 3.9738 -0.7498 -0.3440
H 1.8752 -2.1369 -0.3746
H 3.3722 1.9532 0.1241
H 0.8013 2.1881 0.1821
H -0.9624 -1.3766 0.3806
H -2.6327 -1.0953 -0.1862
H -2.9973 0.2056 -1.1217
H -3.5752 0.3959 0.5965
*
```

Values from the calculation:
SMILES string = COC=C1C=CC=C1
HOMO-LUMO gap = 9.05 eV
Relative energy (zero: lowest compared OMol25 entry of this formula, charge and spin) = 62.40 kcal/mol



(3)
DFT (the ωB97M-V functional and the def2-TZVPD basis) results for a single C3H6N2O molecule in a non-equilibrium geometry.

ORCA input file:
```
! RIJCOSX wB97M-V def2-TZVPD def2/J DEFGRID3
* xyz 0 1
C -0.1772 0.2688 -0.2060
C 0.9942 -0.6117 -0.1380
C 2.1627 -0.0037 0.2213
H -3.1991 0.0770 -0.3644
H -1.1460 -1.5745 0.0181
H -1.0045 1.8935 -0.0011
H 1.0243 -1.6841 -0.3689
H 3.0830 -0.4646 0.4741
H 2.2118 1.0539 0.3979
N -1.3496 -0.5093 -0.2311
N -0.0488 1.5422 -0.1700
O -2.5509 0.0125 0.3680
*
```

Values from the calculation:
SMILES string = [H]/N=C(/C=C)NO
HOMO-LUMO gap = 10.05 eV
Relative energy (zero: lowest compared OMol25 entry of this formula, charge and spin) = 86.52 kcal/mol



(4)
DFT (the ωB97M-V functional and the def2-TZVPD basis) results for a single C4H9Cl3NP molecule in a non-equilibrium geometry.

ORCA input file:
```
! RIJCOSX wB97M-V def2-TZVPD def2/J DEFGRID3
* xyz 0 1
C -1.3490 2.1263 -1.5709
C -0.8120 -1.5624 0.8806
C 0.8816 -0.5815 -0.4537
C 1.3923 0.1757 0.8205
N -0.4771 -0.7706 -0.3151
P -1.5958 0.8020 -0.6051
Cl 2.9636 0.9238 0.4480
Cl -3.1209 -0.3788 -1.2465
Cl -1.9747 1.4143 1.1759
H -0.4312 2.6709 -1.4249
H -1.7709 2.1899 -2.5639
H -1.8785 -1.6950 0.9141
H -0.4011 -2.4823 0.6160
H -0.3325 -1.1421 1.8282
H 1.3414 -1.6026 -0.5789
H 1.2122 -0.0193 -1.2986
H 1.5890 -0.2771 1.8693
H 0.6711 0.9752 1.1197
*
```

Values from the calculation:
SMILES string = C=P(Cl)(Cl)N(C)CCCl
HOMO-LUMO gap = 8.98 eV



(5)
DFT (the ωB97M-V functional and the def2-TZVPD basis) results for a single C19H14O6 molecule.

ORCA input file:
```
! RIJCOSX wB97M-V def2-TZVPD def2/J DEFGRID3
* xyz 0 1
C -6.6254 -2.1901 1.3164
H -6.8848 -2.7429 0.4110
H -6.4195 -2.8735 2.1362
H -7.4540 -1.5252 1.5690
O -5.4367 -1.4418 1.1141
C -5.4873 -0.5198 0.1399
O -6.4704 -0.3277 -0.5332
C -4.2128 0.2227 -0.0099
C -3.0990 -0.0510 0.7790
C -1.9344 0.6699 0.6010
C -1.8602 1.6656 -0.3668
C -2.9733 1.9358 -1.1552
C -4.1418 1.2232 -0.9767
H -5.0144 1.4216 -1.5802
H -2.9217 2.7084 -1.9081
C -0.5981 2.4578 -0.5479
H -0.5360 2.8735 -1.5605
H -0.5629 3.2997 0.1580
O 0.5347 1.6219 -0.3173
C 1.7042 2.2537 -0.1307
O 1.8324 3.4458 -0.1554
C 2.8015 1.2672 0.0696
C 2.8151 0.0888 -0.5953
C 3.9126 -0.8140 -0.4517
C 3.9989 -2.0424 -1.1182
C 5.1006 -2.8478 -0.9480
C 6.1409 -2.4430 -0.1132
C 6.0802 -1.2388 0.5551
C 4.9641 -0.4192 0.3930
O 4.9288 0.7454 1.0724
C 3.8856 1.6333 0.9926
O 3.9219 2.6068 1.6901
H 6.8747 -0.9110 1.2058
H 7.0035 -3.0791 0.0128
H 5.1639 -3.7943 -1.4621
H 3.1874 -2.3421 -1.7641
H 2.0038 -0.1735 -1.2598
H -1.0680 0.4606 1.2097
H -3.1542 -0.8246 1.5284
*
```

Values from the calculation:
SMILES string = COC(=O)c1ccc(COC(=O)c2cc3ccccc3oc2=O)cc1
HOMO-LUMO gap = 8.63 eV
Relative energy (zero: lowest compared OMol25 entry of this formula, charge and spin) = 0.00 kcal/mol



(6)
DFT (the ωB97M-V functional and the def2-TZVPD basis) results for a 2-piece molecular cluster, C3H7N2O2 overall in a non-equilibrium geometry.

ORCA input file:
```
! RIJCOSX wB97M-V def2-TZVPD def2/J DEFGRID3
* xyz 1 1
C 0.0491 -1.6117 0.3779
C 1.0232 -1.8013 1.1830
C -1.0845 -1.1000 -0.2358
N -2.2574 0.7698 0.2456
N 0.3534 0.8749 -1.2042
O -0.6072 -2.2196 -0.8004
O -2.1132 -0.3950 -0.4375
H 1.7128 -2.5294 1.0260
H 1.0899 -1.1210 2.1737
H -1.3317 1.0802 0.6755
H -3.1455 1.1656 0.3828
H -0.0402 1.8101 -1.2263
H 0.5874 0.5271 -2.1868
H 1.2584 1.1809 -0.7557
*
```

Values from the calculation:
HOMO-LUMO gap = 9.78 eV
Relative energy (zero: lowest compared OMol25 entry of this formula, charge and spin) = 146.70 kcal/mol



Q: Which HOMO values were calculated for the entries above? A: -10.93 -8.49 -9.30 -8.45 -9.22 -14.77, in eV.
Q: Which DFT total energy values were calculated for the entries above? A: -5815.0881 -346.6761 -302.5552 -1934.4398 -1183.9094 -378.0200, in hartree.